1.
17
Properties=species:S:1:pos:R:3:forces:R:3 method="wB97M-V/def2-TZVPD" e_lumo_ev=0.84 charge=0 e_tot_ev=-9437.770 smiles="COCC1=C(O)C1.[H][H]"
C 2.7539 -0.3789 0.6703 0.3 0.0 0.0
O 1.3745 -0.1412 0.6012 0.0 0.0 0.0
C 0.7986 -0.5225 -0.6403 -0.1 -0.1 -0.2
C -0.6465 -0.2407 -0.5012 0.0 0.2 0.3
C -1.3883 0.4454 0.3101 0.2 -0.3 -0.3
O -1.4370 1.3868 1.2508 0.2 -0.1 0.0
C -2.0192 -0.8140 -0.1236 -0.3 -0.1 0.0
H 2.9877 -1.4345 0.4650 0.0 0.1 0.0
H 3.0623 -0.1372 1.6905 0.1 0.0 -0.2
H 3.3138 0.2501 -0.0392 -0.1 -0.1 0.1
H 1.2543 0.0587 -1.4609 -0.1 -0.1 0.1
H 0.9847 -1.5883 -0.8468 0.0 0.1 0.1
H -0.5154 1.6628 1.3849 -0.2 0.1 0.1
H -2.8279 -0.8205 -0.8639 0.2 0.0 0.2
H -2.0904 -1.6303 0.6118 0.0 0.1 -0.2
H -2.5938 1.8351 -1.5381 -0.1 0.1 0.0
H -3.0113 2.0691 -0.9706 -0.1 0.1 -0.1


2.
12
Properties=species:S:1:pos:R:3:forces:R:3 method="wB97M-V/def2-TZVPD" e_lumo_ev="-0.68 / -0.68" charge=0 e_tot_ev=-51936.153
C -1.4387 0.0363 1.2238 1.9 2.8 0.6
C 1.7727 -0.0737 -1.0363 -1.5 -2.0 -1.7
C -2.0401 0.3375 0.1002 -1.3 0.4 0.1
O 1.5161 -1.2458 -1.7286 0.4 0.8 -0.8
S 1.7117 -0.1984 0.5612 0.8 0.8 0.8
S 1.8961 1.5403 1.4301 0.0 0.0 0.1
Cl -0.9770 -1.5285 1.6501 -0.3 -0.9 0.5
Cl -2.3745 1.9548 -0.4310 0.3 -0.2 0.2
H -0.9171 0.8840 1.7740 -0.8 -1.4 -0.4
H 1.6273 0.7799 -1.7233 0.5 -0.2 0.9
H -2.6083 -0.3836 -0.4218 -0.1 -0.7 -0.9
H 1.8317 -2.1029 -1.3984 0.0 0.7 0.6


3.
134
Properties=species:S:1:pos:R:3:forces:R:3 method="wB97M-V/def2-TZVPD" e_lumo_ev=1.96 charge=-1 e_tot_ev=-60772.313
Rb -0.5479 -0.0234 1.4749 -0.2 -0.1 -0.3
C 0.1603 -1.0009 4.4817 -0.1 -0.1 0.1
C -1.1157 -0.3850 4.4842 -0.1 0.1 -0.1
C -0.8988 1.0103 4.2334 -0.1 0.1 0.1
C 0.5030 1.1846 4.1028 -0.1 0.1 0.0
C 1.1591 -0.0426 4.2692 0.1 0.0 -0.1
C 2.6479 -0.2318 4.4870 0.0 0.0 0.1
C 3.4538 0.8590 3.7802 0.0 0.0 0.0
C 2.9347 -0.1317 5.9967 0.0 0.0 0.0
C 3.1264 -1.6037 4.0066 0.0 0.0 0.0
C -1.8530 2.2060 4.0747 0.0 0.0 0.1
C -2.7832 2.3873 5.2827 0.0 0.0 0.0
C -1.0482 3.5128 3.9795 0.0 0.0 0.0
C -2.6925 2.1601 2.7839 0.1 0.0 0.0
C -2.3615 -1.1860 4.8761 0.0 -0.1 0.1
C -3.6306 -0.8351 4.0900 0.0 0.0 0.0
C -2.6439 -1.0141 6.3804 0.0 0.0 0.0
C -2.1300 -2.6910 4.6558 0.0 0.0 0.0
H 0.3421 -2.0451 4.6898 0.0 0.0 0.0
H 0.9951 2.1305 3.9310 0.0 0.0 0.0
H 3.2232 1.8438 4.1918 0.0 0.0 0.0
H 3.2291 0.8837 2.7132 0.0 0.0 0.0
H 4.5277 0.6873 3.9023 0.0 0.0 0.0
H 2.5886 0.8278 6.3856 0.0 0.0 0.0
H 4.0072 -0.2283 6.2020 0.0 0.0 0.0
H 2.4067 -0.9207 6.5359 0.0 0.0 0.0
H 3.0202 -1.7127 2.9269 0.0 0.0 0.0
H 2.5555 -2.4035 4.4819 0.0 0.0 0.0
H 4.1808 -1.7504 4.2602 0.0 0.0 0.0
H -2.1950 2.4356 6.2016 0.0 0.0 0.0
H -3.5025 1.5800 5.3914 0.0 0.0 0.0
H -3.3502 3.3196 5.1864 0.0 0.0 0.0
H -0.4214 3.6594 4.8603 0.0 0.0 0.0
H -1.7365 4.3592 3.9000 0.0 0.0 0.0
H -0.4044 3.5258 3.0977 0.0 0.0 0.0
H -3.3475 1.2930 2.7223 0.0 0.0 0.0
H -2.0537 2.1517 1.8944 0.0 0.0 0.1
H -3.3119 3.0610 2.7068 -0.1 0.0 0.0
H -4.0013 0.1622 4.3132 0.0 -0.1 0.0
H -4.4286 -1.5415 4.3376 0.0 0.0 0.0
H -3.4611 -0.8932 3.0112 0.0 0.0 0.0
H -2.8335 0.0245 6.6439 0.0 0.0 0.0
H -1.7774 -1.3459 6.9557 0.0 0.0 0.0
H -3.5111 -1.6116 6.6854 0.0 0.0 0.0
H -1.8408 -2.9113 3.6263 0.0 0.0 0.0
H -3.0484 -3.2418 4.8773 0.0 0.0 0.0
H -1.3493 -3.0762 5.3115 0.0 0.0 0.0
N -0.9075 2.1287 -0.6927 0.0 0.0 0.1
C -2.0581 3.0295 -0.7889 0.0 0.1 -0.1
C -3.2981 2.3171 -1.3096 0.0 0.0 0.0
C -3.9413 1.2965 -0.3814 -0.1 0.0 -0.1
N -3.1143 0.1034 -0.1935 0.1 -0.1 0.0
H -0.0468 2.6568 -0.6095 0.0 0.1 0.0
H -0.8244 1.5851 -1.5498 0.0 0.0 0.0
H -1.8610 3.8790 -1.4576 0.0 0.0 0.0
H -2.2629 3.4498 0.2000 0.0 0.0 0.0
H -3.0580 1.8423 -2.2666 0.0 0.0 0.0
H -4.0507 3.0795 -1.5327 0.0 0.0 0.0
H -4.9289 1.0501 -0.7958 0.0 0.0 0.0
H -4.1163 1.7554 0.5952 0.0 0.0 0.0
H -2.7824 -0.2382 -1.0940 0.0 0.0 0.0
H -3.6639 -0.6489 0.2041 -0.1 0.0 0.0
C 2.3476 1.3778 -0.1454 0.0 0.1 0.0
C 3.1597 0.0872 -0.0179 0.0 0.0 0.0
C 2.2692 -1.0913 0.3808 0.0 -0.1 0.0
C 3.9951 -0.1609 -1.2590 0.1 0.0 0.0
C 5.3715 -0.0006 -1.1832 0.0 0.0 0.0
C 6.1862 -0.2054 -2.2879 0.1 0.0 0.0
C 5.6173 -0.6016 -3.4832 -0.1 0.0 0.0
C 4.2406 -0.7804 -3.6077 0.1 0.0 0.0
C 3.6613 -1.2937 -4.9127 0.0 0.0 0.0
C 3.7735 -0.2520 -6.0265 0.0 0.0 0.0
C 4.3161 -2.6104 -5.3366 0.0 0.0 0.0
C 3.4244 -0.5192 -2.4953 -0.1 0.0 0.0
N 2.0393 -0.7137 -2.5657 0.0 0.1 -0.1
C 1.3254 0.1176 -3.2193 0.0 0.0 0.1
C -0.0977 0.0285 -3.4593 0.0 -0.1 0.0
C -0.6726 1.0912 -4.1693 -0.1 0.0 0.0
C -1.9890 1.0987 -4.5792 0.1 0.1 0.0
C -2.7669 -0.0297 -4.2728 -0.1 -0.1 0.0
C -2.2551 -1.1010 -3.5896 0.0 0.0 0.0
C -0.8854 -1.1465 -3.1324 0.0 0.1 0.0
N -0.3543 -2.1644 -2.4900 -0.1 -0.1 0.0
C -1.0086 -3.3936 -2.4926 0.1 0.1 -0.1
C -1.0885 -4.1642 -3.6772 0.0 0.0 0.0
C -1.6548 -5.4307 -3.6300 0.0 0.0 0.0
C -2.1396 -5.9664 -2.4463 0.0 -0.1 0.0
C -2.0434 -5.2208 -1.2833 0.0 0.0 0.0
C -1.4891 -3.9470 -1.2903 0.1 0.0 0.0
C -1.3568 -3.1554 -0.0087 0.1 0.0 0.0
C -2.6592 -3.1126 0.7817 -0.1 0.0 0.0
C -0.2108 -3.6865 0.8565 0.0 0.0 0.0
C -0.4841 -3.6589 -4.9750 0.0 0.0 0.0
C -1.4772 -3.6892 -6.1356 0.0 0.0 0.0
C 0.7832 -4.4488 -5.3073 0.0 0.0 0.0
H 1.8656 1.6621 0.7991 0.1 -0.1 0.0
H 1.5716 1.2627 -0.9015 0.0 0.0 0.0
H 2.9914 2.2100 -0.4393 0.0 0.0 0.0
H 3.8809 0.2390 0.7904 0.0 0.0 0.0
H 1.5267 -1.3127 -0.3929 0.0 0.0 0.1
H 1.7781 -0.8672 1.3331 0.3 -0.1 -0.1
H 2.8573 -1.9969 0.5423 0.0 0.0 -0.1
H 5.8107 0.2883 -0.2341 0.0 0.0 0.0
H 7.2581 -0.0725 -2.2071 0.0 0.0 0.0
H 6.2528 -0.7869 -4.3423 0.0 0.0 0.0
H 2.6035 -1.4988 -4.7460 0.0 0.0 0.0
H 4.8201 -0.0091 -6.2293 0.0 0.0 0.0
H 3.2647 0.6742 -5.7535 0.0 0.0 0.0
H 3.3288 -0.6259 -6.9521 0.0 0.0 0.0
H 5.3784 -2.4800 -5.5551 0.0 0.0 0.0
H 3.8366 -3.0003 -6.2376 0.0 0.0 0.0
H 4.2239 -3.3617 -4.5512 0.0 0.0 0.0
H 1.7969 1.0116 -3.6617 0.0 0.0 0.0
H -0.0286 1.9324 -4.4136 0.0 0.0 0.0
H -2.4037 1.9339 -5.1274 0.0 0.0 0.0
H -3.8073 -0.0630 -4.5830 0.0 0.0 0.0
H -2.8904 -1.9556 -3.3874 0.0 0.0 0.0
H -1.7067 -6.0188 -4.5406 0.0 0.0 0.0
H -2.5783 -6.9568 -2.4303 0.0 0.0 0.0
H -2.4049 -5.6355 -0.3481 0.0 0.0 0.0
H -1.0793 -2.1465 -0.3289 -0.1 0.0 0.0
H -2.8973 -4.0863 1.2170 0.0 0.0 0.0
H -3.5005 -2.8268 0.1459 0.0 0.0 0.0
H -2.5937 -2.4084 1.6140 0.0 0.0 0.0
H -0.4118 -4.7147 1.1709 0.0 0.0 0.0
H -0.0766 -3.0897 1.7666 0.0 0.0 0.0
H 0.7263 -3.6786 0.2984 0.0 0.0 0.0
H -0.1853 -2.6241 -4.8238 0.0 0.0 0.0
H -1.7958 -4.7083 -6.3701 0.0 0.0 0.0
H -1.0221 -3.2718 -7.0378 0.0 0.0 0.0
H -2.3655 -3.1011 -5.8998 0.0 0.0 0.0
H 0.5529 -5.5049 -5.4741 0.0 0.0 0.0
H 1.5007 -4.3845 -4.4872 0.0 0.0 0.0
H 1.2594 -4.0595 -6.2117 0.0 0.0 0.0


4.
6
Properties=species:S:1:pos:R:3:forces:R:3 method="wB97M-V/def2-TZVPD" e_lumo_ev=-0.35 charge=0 e_tot_ev=-7670.721
C -0.3071 0.2843 0.2268 -1.8 0.1 0.4
O -1.4690 0.5988 -0.2843 0.5 0.2 -0.1
C 1.2105 -0.5237 0.0482 1.8 0.6 -0.7
O 0.7051 0.6782 -0.5276 0.2 -1.3 0.4
N 2.0376 -1.3219 0.2386 -0.8 0.3 -0.1
H -2.1772 0.2842 0.2982 0.2 0.0 0.0


5.
10
Properties=species:S:1:pos:R:3:forces:R:3 method="wB97M-V/def2-TZVPD" e_lumo_ev=6.56 charge=-2 e_tot_ev=-23177.449
C -1.0224 0.3688 0.7830 -2.1 0.6 -1.8
C 0.2557 -0.3304 0.4093 2.9 2.0 1.3
O -2.0497 -0.4503 0.7409 0.9 0.3 0.2
O 0.3830 0.7617 -2.3009 -2.0 1.1 -1.5
O -1.1301 1.5962 0.8701 0.4 0.1 0.8
O 2.3718 0.9689 -0.9605 0.2 0.0 0.3
O -0.0346 -1.6649 0.2879 -1.0 -0.1 0.2
S 1.2308 0.0765 -1.3508 1.6 -1.2 1.9
H 1.1078 0.1055 1.2382 -1.8 -1.7 -2.0
H -1.1122 -1.4319 0.2827 0.9 -1.1 0.5